Here is a 20-piece molecular cluster, C84H212N12O8S8 overall in a non-equilibrium geometry from OMol25. Energies are from ωB97M-V/def2-TZVPD.

```
324
Properties=species:S:1:pos:R:3:forces:R:3
C -1.844519 -7.694951 -2.214469 -0.3 -0.1 1.1
S -3.350008 -8.459450 -1.397965 0.4 -0.3 0.2
O -2.876103 -9.704460 -0.671985 -0.3 1.5 -0.5
C -3.645381 -7.096109 -0.141452 0.9 -0.2 -0.4
H -1.093177 -7.629798 -1.427485 0.0 0.2 0.2
H -2.082170 -6.702689 -2.597901 0.0 -0.1 0.0
H -1.378526 -8.312686 -2.982164 -0.7 -0.2 -0.1
H -3.774847 -6.116162 -0.600865 0.1 -0.1 -0.4
H -2.732774 -7.051205 0.452878 -0.1 0.0 0.2
H -4.508345 -7.243658 0.507851 0.1 -0.6 -0.2
C 0.406482 -2.229498 3.896325 -0.8 -1.2 -0.7
S -0.418140 -3.831470 4.304206 -1.4 0.8 0.6
O -1.579357 -3.499494 5.263873 1.6 -0.4 -1.5
C -1.195637 -4.253851 2.658201 0.5 0.1 0.8
H 1.071748 -1.975008 4.721404 -0.3 0.2 -0.1
H -0.405983 -1.545907 3.649953 0.1 0.3 0.6
H 0.940397 -2.385926 2.959006 0.5 -0.1 0.2
H -2.107267 -3.677266 2.501412 0.1 -0.1 0.2
H -1.386707 -5.322206 2.759341 -0.4 0.1 0.0
H -0.530044 -4.142682 1.802209 0.3 0.3 0.2
C -4.734676 -3.973434 -2.618165 0.5 -0.6 -0.5
S -5.695339 -3.085718 -3.928030 0.0 0.6 1.9
O -5.843258 -1.692580 -3.307582 -0.3 -1.3 -0.8
C -7.250334 -4.027036 -3.646268 -0.2 -0.1 0.5
H -3.776970 -3.476757 -2.462556 -0.3 0.6 0.0
H -4.392761 -4.963222 -2.920710 -0.4 -0.2 -0.5
H -5.233902 -4.118282 -1.660091 -0.3 0.4 -0.3
H -8.138839 -3.732516 -4.204759 0.5 0.5 -0.4
H -7.542928 -3.947570 -2.599283 0.3 0.1 0.1
H -7.091239 -5.080653 -3.875799 0.4 0.0 0.0
C 4.184370 -2.476085 -0.711899 -0.5 0.5 0.1
S 3.953099 -3.468497 0.813842 -0.7 0.4 -0.2
O 2.838472 -2.869540 1.657004 0.8 -0.5 -1.0
C 3.264608 -4.890539 -0.080751 -0.1 -0.2 0.0
H 3.387971 -2.632708 -1.439441 -0.2 -0.1 0.2
H 5.123399 -2.683638 -1.224986 0.2 -0.2 0.4
H 4.136204 -1.425986 -0.423689 0.2 0.0 0.1
H 3.634438 -4.945599 -1.104618 0.5 -0.1 0.3
H 2.186572 -4.803054 -0.215994 -0.1 0.3 0.4
H 3.495552 -5.782348 0.501860 0.0 -0.1 -0.2
C 5.239513 6.664631 4.595643 0.9 0.9 0.4
S 5.808887 5.053624 3.930973 -0.4 -0.2 2.2
O 6.232053 4.203035 5.136753 -0.7 1.1 -1.7
C 4.129549 4.622628 3.441078 0.2 -1.0 -0.5
H 4.657822 7.232724 3.869688 0.0 -0.3 -0.1
H 6.099664 7.280204 4.858897 0.4 -0.1 -0.5
H 4.735232 6.672022 5.561947 -0.5 -1.0 -0.2
H 3.427365 4.584910 4.273920 0.1 0.6 0.1
H 4.110546 3.621129 3.011271 0.3 -0.2 0.0
H 3.873273 5.286650 2.615549 -0.3 0.2 0.3
C -6.100672 -4.088680 1.204840 -0.3 1.3 0.1
S -4.612269 -2.989164 1.244366 -0.2 -1.6 -1.1
O -3.615661 -3.867727 0.493903 -0.4 1.1 0.4
C -5.214379 -1.662981 0.096094 -0.2 -0.9 0.2
H -6.379386 -4.235582 0.161371 0.1 0.0 0.0
H -6.879454 -3.515693 1.708112 -0.3 -0.1 0.0
H -5.998774 -5.048829 1.710647 0.6 0.3 0.0
H -5.562172 -2.091645 -0.843790 0.4 -0.1 -0.1
H -4.363320 -0.998526 -0.053230 -0.2 0.0 0.0
H -6.087340 -1.146887 0.495703 0.2 0.2 0.5
C 4.537570 1.306221 5.229011 -0.4 -0.1 -0.1
S 3.439701 0.487462 3.971614 -0.3 1.5 0.0
O 3.600339 1.361785 2.742961 0.1 -0.7 0.5
C 1.812868 1.081460 4.675455 1.3 -0.2 0.3
H 4.464678 2.391341 5.156282 -0.2 -0.1 -0.3
H 5.575593 1.048025 5.019373 -0.1 -0.2 -0.2
H 4.305320 1.037562 6.259535 -0.1 -0.3 -0.1
H 1.916467 2.151390 4.494871 -0.4 0.0 0.1
H 1.826561 0.855494 5.741690 -0.1 0.1 0.0
H 0.927062 0.635851 4.222814 0.4 0.0 -0.3
C -0.404570 3.877434 -5.850124 0.2 0.5 -0.1
S 0.116106 5.575193 -5.310087 1.6 -0.5 -1.2
O 1.451415 5.897515 -6.026059 -2.7 -0.5 0.8
C -1.303860 6.453667 -6.045183 0.4 -0.1 0.2
H -0.435359 3.818156 -6.938073 0.1 0.2 0.0
H -1.398912 3.647784 -5.467190 0.0 0.1 0.2
H 0.313330 3.137542 -5.496200 0.0 0.2 0.2
H -1.506691 6.189588 -7.083074 0.3 0.1 0.0
H -1.084115 7.512180 -5.906004 -0.1 0.0 -0.2
H -2.167684 6.196944 -5.431994 0.0 0.0 0.2
C -6.196366 1.766646 -0.647334 -1.3 0.6 -0.3
C -7.486794 0.921034 -1.028278 2.5 0.6 0.6
N -8.241032 0.421158 0.095674 -0.2 0.0 0.6
C -9.370618 -0.370431 -0.405471 -0.5 -0.4 0.8
C -9.085080 -1.751118 -1.034941 0.4 1.8 -0.2
C -8.774288 1.537513 0.916923 -0.4 0.8 0.1
C -9.960330 2.362743 0.329891 1.0 -1.1 0.1
H -5.526981 1.813401 -1.506305 0.0 -0.2 0.0
H -5.614940 1.500177 0.235300 -0.3 -0.6 0.0
H -6.499605 2.797439 -0.464039 0.0 0.2 0.0
H -8.127052 1.529379 -1.667093 0.1 0.1 -0.5
H -7.024716 0.114382 -1.597389 -0.7 -0.4 -0.2
H -9.991443 -0.513622 0.478934 -0.4 -0.1 -0.1
H -9.924360 0.251752 -1.108572 -0.3 -0.1 -0.3
H -9.967704 -2.110263 -1.564172 -0.1 -0.2 0.5
H -8.383038 -1.515565 -1.834794 0.5 -0.7 0.0
H -8.694931 -2.432627 -0.279006 0.0 -0.2 -0.3
H -7.997634 2.254970 1.181806 0.5 -0.1 -0.5
H -9.098355 1.278278 1.924828 0.0 -1.0 -0.3
H -10.844381 1.728124 0.268353 -0.1 0.3 0.1
H -9.694741 2.674934 -0.680110 -0.3 0.5 0.1
H -10.113497 3.167142 1.049322 -0.2 0.2 -0.5
C 6.234622 0.610365 0.475023 0.9 -0.1 0.4
C 6.911092 -0.525275 1.272347 0.4 -0.3 -0.5
N 8.114224 -1.138120 0.648530 -0.1 0.4 -1.8
C 8.787980 -2.169307 1.437797 -1.1 1.0 -0.1
C 7.909485 -3.391378 1.439811 0.0 -0.2 0.5
C 9.069432 -0.222741 -0.027647 -1.5 -0.6 1.4
C 9.884303 0.550235 1.025427 0.6 1.0 -1.1
H 5.331019 0.957027 0.976440 -0.2 -0.4 0.0
H 6.044690 0.317421 -0.557545 -0.1 0.0 0.1
H 6.873788 1.493276 0.468837 0.2 0.1 -0.2
H 7.118624 -0.180306 2.285274 0.2 0.3 0.4
H 6.169538 -1.313494 1.402400 0.0 -0.1 0.0
H 9.762344 -2.443547 1.033429 0.0 0.4 -0.2
H 8.928629 -1.696871 2.409968 0.3 -0.7 0.7
H 6.898504 -3.126434 1.749375 0.0 -0.2 0.1
H 7.859861 -3.782688 0.423686 0.0 -0.2 0.1
H 8.310229 -4.124096 2.140253 -0.1 -0.3 -0.1
H 8.465203 0.364188 -0.719395 0.2 0.7 0.3
H 9.631656 -0.838850 -0.729365 0.6 0.0 0.4
H 10.558736 -0.070324 1.615461 0.0 -0.1 -0.2
H 9.352051 1.195131 1.724656 -0.8 -0.5 0.0
H 10.467713 1.314887 0.512541 0.6 -0.2 -0.2
C -4.923145 0.600891 6.895665 -0.3 -0.1 0.5
C -5.616065 -0.311989 5.881700 0.1 -0.4 0.0
N -5.643153 0.211764 4.515709 0.0 0.2 1.4
C -6.671380 -0.317478 3.639818 -0.5 0.6 -0.6
C -8.168331 0.016095 3.996744 1.0 -0.4 -0.1
C -4.252487 0.221954 3.967138 -1.8 0.5 -0.2
C -4.132229 1.531558 3.198600 0.7 0.2 -0.2
H -4.941603 1.648106 6.593851 0.1 -0.1 -0.1
H -3.930075 0.291452 7.221489 0.1 0.1 -0.4
H -5.540693 0.523866 7.790535 0.2 0.3 0.3
H -5.148528 -1.296460 5.863246 0.3 -0.3 0.2
H -6.580069 -0.510340 6.350156 -0.5 0.2 -0.9
H -6.501656 0.120448 2.656198 0.0 0.4 -0.1
H -6.538094 -1.373733 3.406018 -0.1 -0.7 0.4
H -8.833526 -0.241885 3.172691 0.3 -0.3 -0.2
H -8.556225 -0.554539 4.840558 0.2 0.3 0.3
H -8.294029 1.090739 4.128856 0.1 0.0 0.4
H -4.126358 -0.665643 3.347151 0.1 -0.1 -0.5
H -3.502676 0.090411 4.747257 -0.2 0.4 0.2
H -3.095258 1.725035 2.924091 0.1 -0.1 -0.5
H -4.443692 2.418048 3.751076 0.0 -0.3 0.6
H -4.786232 1.548997 2.326774 0.2 -0.2 -0.2
C 5.370339 0.553871 -3.200591 -0.2 -0.2 -0.9
C 3.841715 0.714349 -3.339761 -0.6 -1.0 0.8
N 3.112337 -0.470969 -3.852899 0.9 -0.9 0.1
C 1.671173 -0.618812 -3.565550 0.7 1.2 0.5
C 0.860726 0.616449 -3.962505 -0.7 0.5 0.0
C 3.557449 -0.838686 -5.185876 -0.1 1.3 0.0
C 2.983568 -2.097882 -5.683553 0.0 -1.5 -0.9
H 5.808943 0.712110 -4.185822 0.3 0.3 0.1
H 5.738841 -0.427482 -2.901818 -0.5 -0.2 0.2
H 5.780389 1.269779 -2.488246 -0.1 0.2 -0.2
H 3.464238 0.931976 -2.340631 -0.3 -0.1 0.0
H 3.641374 1.608561 -3.929970 0.0 0.2 -0.3
H 1.629923 -0.791492 -2.490112 -0.3 0.4 0.2
H 1.205979 -1.525302 -3.952813 0.5 0.0 -0.4
H -0.192776 0.563924 -3.687783 -0.1 -0.4 0.3
H 0.810182 0.854443 -5.025008 0.4 -0.5 -0.3
H 1.213062 1.540012 -3.503183 0.3 -0.1 0.3
H 3.305256 -0.043389 -5.887301 0.2 0.5 -0.4
H 4.639004 -0.974112 -5.185038 0.1 0.3 0.1
H 3.275099 -2.344616 -6.704450 0.3 0.5 -0.2
H 3.470693 -2.889069 -5.113609 -0.8 -0.5 0.4
H 1.895760 -2.127779 -5.746011 0.1 -0.2 0.5
C 3.913525 3.820892 0.192419 0.2 1.0 -0.3
C 3.647225 3.641248 -1.286848 0.0 -0.1 -0.8
N 3.073896 4.798872 -1.986873 -1.9 1.7 0.6
C 1.675408 5.171961 -1.473867 0.2 -2.5 -0.3
C 0.638165 3.977969 -1.598338 0.0 0.4 0.2
C 3.009589 4.661795 -3.457965 0.7 0.9 0.9
C 4.389556 4.884817 -4.010729 0.6 -1.1 -0.6
H 4.330931 2.952607 0.702275 -1.0 -0.4 0.0
H 3.052986 4.329285 0.627293 0.0 -0.6 0.7
H 4.756249 4.504088 0.298100 0.0 0.5 -0.2
H 4.645047 3.428309 -1.670396 -0.2 -0.1 -0.7
H 2.973978 2.825777 -1.551125 0.2 -0.7 0.5
H 1.702869 5.417308 -0.412192 0.2 0.2 -0.1
H 1.228457 6.014680 -2.001273 0.6 0.1 -0.2
H 0.431833 3.598215 -2.598997 0.5 0.2 -0.3
H 0.894485 3.105106 -0.997917 0.3 0.0 0.1
H -0.354319 4.261254 -1.247893 0.0 0.4 0.3
H 2.401629 5.453217 -3.896289 -0.4 -0.2 0.4
H 2.629716 3.683637 -3.752956 -0.2 -0.2 -0.2
H 4.941805 3.962287 -3.831663 0.6 0.1 0.1
H 4.912229 5.729915 -3.562699 -0.2 0.0 0.0
H 4.380685 4.968984 -5.097438 -0.1 0.3 -0.1
C -1.831235 8.557934 -2.900871 0.4 0.4 0.9
C -2.037991 7.108016 -2.396730 0.5 0.8 -1.3
N -3.309836 6.564226 -2.812271 -0.1 -0.2 -1.3
C -3.310462 5.101928 -2.573849 -0.7 1.1 -0.5
C -4.508362 4.441319 -3.203799 -1.2 0.2 0.8
C -4.462979 7.335607 -2.316235 0.0 -0.1 0.6
C -4.621441 7.219008 -0.799309 -0.7 0.3 -0.7
H -0.790961 8.875463 -2.829393 0.3 -0.4 0.2
H -2.338455 9.311342 -2.298216 -0.4 -0.1 0.0
H -2.069568 8.740269 -3.948755 -0.4 -0.5 0.0
H -1.240789 6.558603 -2.897433 -0.1 -0.5 -0.1
H -1.847296 6.928312 -1.338692 0.0 0.5 0.5
H -2.458055 4.631166 -3.063628 0.6 0.4 0.5
H -3.318567 5.006579 -1.488053 0.3 -0.9 0.2
H -5.394086 4.858172 -2.724387 -0.3 0.0 -0.1
H -4.632085 4.641227 -4.268136 0.4 -0.1 -0.1
H -4.576876 3.376093 -2.983128 0.3 -0.1 -0.2
H -5.416588 7.066102 -2.770216 0.2 -0.6 -0.3
H -4.391109 8.389656 -2.584412 0.6 -0.1 -0.2
H -5.480384 7.809925 -0.481291 0.0 0.1 0.1
H -3.740291 7.625361 -0.302763 0.0 -0.6 0.3
H -4.897269 6.180102 -0.618552 0.5 0.0 0.7
C 0.273485 4.058912 2.403380 -0.4 0.5 -0.4
C 0.357055 5.617538 2.299283 0.0 -1.0 -0.1
N -0.868138 6.179982 1.807889 -1.3 0.5 -1.4
C -0.836074 7.637617 1.505231 1.2 -1.1 1.3
C 0.233231 8.043325 0.531738 -0.4 0.8 -1.4
C -2.094128 5.832821 2.521694 0.6 0.3 1.0
C -2.210893 6.546355 3.917111 -1.1 0.1 -0.4
H -0.264099 3.792872 3.313512 0.3 -0.3 0.1
H 1.195574 3.489160 2.288325 0.5 0.5 0.6
H -0.301465 3.650221 1.572411 -0.4 0.3 -0.2
H 0.573398 6.040608 3.280257 0.5 0.0 0.4
H 1.145830 5.902382 1.603009 0.1 0.0 0.1
H -1.825695 7.975287 1.197459 0.0 -0.2 -0.2
H -0.576688 8.179888 2.414499 -0.3 0.3 0.5
H 0.050054 7.566792 -0.431309 0.4 -0.2 0.0
H 0.099094 9.105501 0.327061 -0.2 0.2 0.0
H 1.288371 8.009220 0.803061 -0.2 -0.7 0.4
H -2.189213 4.756676 2.666525 0.4 -0.1 0.1
H -2.925694 6.031113 1.845466 -0.2 0.6 0.2
H -2.490705 7.596958 3.839433 0.3 0.2 -0.4
H -1.336393 6.515689 4.567042 0.2 -0.3 -0.3
H -3.052761 6.158046 4.490333 0.0 -0.5 0.0
C 2.079442 -4.965090 -3.261290 -1.0 0.2 -0.7
C 0.751110 -4.514948 -3.954279 0.9 -0.6 0.3
N -0.077501 -5.539006 -4.592381 -1.0 0.5 1.0
C -1.289937 -4.809893 -5.156372 0.3 -2.2 -0.5
C -2.397504 -5.740946 -5.806287 0.0 1.1 0.6
C 0.620326 -6.486150 -5.453589 -0.8 1.2 -0.3
C 1.173954 -5.800624 -6.712353 -0.1 -0.8 -0.1
H 2.447225 -4.126123 -2.670569 -0.2 0.0 0.0
H 2.869217 -5.183938 -3.979934 0.0 -0.3 0.0
H 1.887744 -5.815794 -2.607325 0.2 -0.1 0.0
H 0.163134 -4.067493 -3.152923 -0.2 0.2 -0.3
H 1.030652 -3.767920 -4.697183 -0.1 0.5 0.1
H -0.973652 -4.095852 -5.916772 0.0 0.4 0.0
H -1.726490 -4.275411 -4.312661 0.0 0.1 -0.2
H -2.231660 -6.118535 -6.815255 0.8 -0.5 0.3
H -3.298157 -5.164542 -6.017641 0.0 0.7 0.3
H -2.785077 -6.486331 -5.111815 0.5 -0.4 -0.1
H 1.383623 -7.018023 -4.885619 0.0 0.1 0.0
H -0.168298 -7.198513 -5.695902 0.3 -0.3 -0.4
H 0.359200 -5.301824 -7.237225 0.1 0.1 0.0
H 1.965701 -5.076561 -6.520048 0.0 0.0 0.2
H 1.570596 -6.558036 -7.388444 0.1 0.0 -0.1
C -0.549284 -2.682929 -1.047808 -0.3 0.2 -0.1
C -1.169206 -1.636946 -0.088835 -0.8 0.0 -0.9
N -0.487791 -0.344817 -0.089709 0.7 -0.8 0.9
C 0.747839 -0.572453 0.645636 2.1 1.9 -1.8
C 1.780628 0.514789 0.189966 0.0 -0.6 0.1
C -1.273126 0.749411 0.480039 0.4 0.3 -0.1
C -2.177972 1.297533 -0.594368 -0.6 -0.7 -0.4
H 0.472321 -3.004130 -0.844664 0.1 0.3 0.3
H -0.547897 -2.311365 -2.072520 0.0 0.3 0.0
H -1.123471 -3.608755 -1.083232 -0.3 0.0 0.3
H -2.183207 -1.443422 -0.438786 -0.2 -0.3 -0.1
H -1.285360 -2.025279 0.922997 0.1 -0.2 0.3
H 0.747270 -0.487515 1.732321 -0.7 -0.3 0.3
H 1.164700 -1.533444 0.344283 -0.2 0.0 0.4
H 1.815411 0.676674 -0.887381 -0.6 -0.1 -0.1
H 1.548718 1.470287 0.660431 0.4 0.0 0.1
H 2.796586 0.188177 0.411882 0.0 0.3 0.6
H -0.659348 1.578441 0.832295 0.6 -0.3 -0.1
H -1.775492 0.410633 1.386101 -0.6 -0.1 0.2
H -1.619853 1.369596 -1.527851 0.2 0.2 0.1
H -2.674411 2.250883 -0.413327 0.0 -0.1 0.3
H -2.913186 0.514288 -0.779013 -0.5 0.3 -0.2
C 5.646681 -2.241498 4.413814 0.1 0.3 0.7
C 6.026504 -3.688631 4.757411 0.5 -0.4 0.1
N 7.188856 -3.884243 5.660900 0.3 1.2 -0.6
C 6.994805 -3.111184 6.914176 1.1 -1.4 -0.7
C 8.095632 -3.363655 7.935245 0.0 0.9 0.1
C 7.567540 -5.328009 5.797847 -0.9 1.8 0.0
C 6.542726 -6.084027 6.581249 -0.2 -1.5 0.8
H 6.493382 -1.672420 4.029972 0.4 -0.1 0.3
H 5.240604 -1.745780 5.295542 0.2 0.2 0.1
H 4.881600 -2.046853 3.662232 -0.2 -1.0 -0.2
H 5.238565 -4.244558 5.265567 -0.9 0.3 -0.5
H 6.249771 -4.173374 3.807002 0.1 -0.4 0.0
H 7.046950 -2.042618 6.705457 -0.3 -0.1 -0.3
H 6.040729 -3.362291 7.377646 -0.4 0.1 0.1
H 8.080803 -4.338079 8.423493 0.0 0.1 0.0
H 9.093141 -3.139837 7.557130 0.0 -0.4 -0.4
H 7.949157 -2.549041 8.644511 0.0 -0.4 0.7
H 8.538207 -5.333913 6.293704 0.0 -0.3 -0.2
H 7.607577 -5.727699 4.784564 0.4 0.0 0.0
H 6.513555 -5.757630 7.620821 -0.4 0.3 -0.1
H 6.787288 -7.141741 6.678891 0.4 -0.2 -0.1
H 5.555450 -6.144348 6.123278 -0.1 0.5 0.1
C 3.203907 -5.593101 4.031169 -1.0 -0.4 -0.5
C 2.112858 -6.339217 3.151110 1.2 0.6 1.0
C 2.572632 -7.747018 2.794392 0.0 -0.4 -0.8
C 2.886734 -8.673568 3.867457 0.7 -0.6 1.9
N 3.193873 -9.375396 4.739917 -0.5 0.9 -1.2
H 4.214000 -5.710214 3.638603 0.0 -0.4 -0.1
H 3.141469 -5.984082 5.046717 0.3 0.0 0.0
H 3.084252 -4.510686 4.077740 -0.5 0.0 -0.1
H 1.968794 -5.803122 2.213050 -0.2 0.0 0.1
H 1.166688 -6.397448 3.689136 0.0 0.2 0.0
H 3.473731 -7.688557 2.183907 0.1 0.0 -0.1
H 1.841625 -8.283722 2.189686 -0.2 0.2 -0.2
C -3.588787 1.187341 -6.670042 -0.1 0.2 0.3
C -4.470645 1.154070 -5.421247 0.4 0.1 -0.9
C -3.756813 0.504350 -4.224461 -1.0 0.3 0.0
C -3.196413 -0.805008 -4.542110 0.2 0.3 0.1
N -2.751498 -1.836949 -4.772740 0.0 -0.2 -0.1
H -3.155450 0.220797 -6.927138 -0.1 0.0 -0.1
H -2.779158 1.884903 -6.455550 0.2 0.0 -0.3
H -4.176133 1.580346 -7.499903 0.2 -0.1 -0.1
H -5.425201 0.687179 -5.664012 0.1 -0.3 0.3
H -4.684993 2.210374 -5.258838 -0.2 -0.1 0.7
H -4.505794 0.317126 -3.455010 0.1 0.0 0.2
H -3.006103 1.183412 -3.820219 0.2 -0.2 0.0
```
Positions in Å, forces in eV/Å.

Values from the calculation:
- Gap between HOMO and LUMO: 0.29242 Eh
- Lowest unoccupied orbital energy: 0.15 eV
- Net charge: 0
- Total energy: -211476.370 eV
- HOMO: -7.8 eV